Density functional theory data (wB97M-V/def2-TZVPD) for a cluster of 2 separate species, C3H11N5 in total.

Geometry as XYZ:
```
19
Properties=species:S:1:pos:R:3:forces:R:3
C 0.79236 0.53046 0.80993 2.65 -0.81 1.09
C -1.33301 -0.63431 1.54923 2.01 -1.95 1.84
C -0.64122 -0.77100 -1.99287 -0.33 -0.95 -0.03
N 1.35729 0.90566 -0.44015 -2.67 0.78 -2.50
N -0.41817 0.10243 0.81528 -1.29 -0.02 -1.24
N 1.61259 0.44685 1.80740 0.87 -0.17 2.23
N 2.52537 1.15312 -0.53318 1.64 -0.61 2.70
N -1.15776 0.26352 -1.08488 2.27 1.82 -3.22
H -0.86787 -1.09050 2.46939 -0.78 0.44 -0.69
H -2.13248 0.00418 1.77943 -1.47 1.23 0.72
H -1.81450 -1.42209 0.95015 0.33 0.09 -0.24
H -1.06242 -0.68621 -3.00048 -0.16 0.58 0.03
H 0.43842 -0.66723 -2.10460 -0.21 -0.36 0.23
H -1.01566 -1.79266 -1.69988 0.79 1.02 0.19
H 2.63131 0.59010 1.72253 -0.29 0.31 -0.53
H 1.33597 0.21287 2.76752 -0.23 0.10 -0.29
H -2.10688 0.21824 -1.00033 -3.42 -0.38 0.75
H 2.79266 1.37057 -1.46819 0.18 0.49 -1.38
H -0.93599 1.26600 -1.34629 0.10 -1.60 0.32
```
Forces are in eV/Å.

electronic energy: -393.80625 hartree
2S+1: 3
charge: +2
LUMO (alpha / beta): -9.84 / -13.10 eV
HOMO-LUMO gap (alpha / beta): 0.30991 / 0.20250 hartree
ΔE to the lowest compared entry with this formula, charge and spin: 1.178 eV
molar mass: 117.16 u